Here is a molecular structure, C41H37FNO3Sb2V from the OMol25 dataset. Energies are from ωB97M-V/def2-TZVPD.

```
! wB97M-V def2-TZVPD RIJCOSX def2/J DEFGRID3
* xyz 3 2
V 0.7782 -0.2533 -0.3241
C -5.3733 2.8640 -2.2588
C -5.6239 1.6028 -1.4511
C -6.5947 0.6660 -2.1482
C -6.8821 -0.5436 -1.2773
C -5.6017 -1.2282 -0.8928
C -5.5846 -2.5662 -0.5742
C -4.3932 -3.2063 -0.2320
F -4.4293 -4.4970 0.0683
C -3.1973 -2.5465 -0.2114
C -3.1846 -1.1831 -0.5332
C -1.9382 -0.4766 -0.5359
O -0.8515 -1.1488 -0.2225
C -1.9687 0.8854 -0.8476
C -3.2006 1.4889 -1.1276
N -4.3431 0.8454 -1.1635
C -4.3846 -0.5152 -0.8685
C -0.8337 1.8313 -0.7527
O -0.8609 2.9458 -0.3698
O 0.4096 1.2388 -1.1674
H -6.3410 3.2544 -2.5693
H -4.7998 2.6522 -3.1630
H -4.8916 3.6602 -1.6925
H -6.0151 1.8595 -0.4630
H -6.1860 0.3672 -3.1176
H -7.5128 1.2172 -2.3434
H -7.5367 -1.2491 -1.7869
H -7.4080 -0.2286 -0.3709
H -6.4975 -3.1492 -0.5907
H -2.2828 -3.0648 0.0350
H -3.2222 2.5489 -1.3303
C 4.7549 -1.2683 0.8260
C 4.1383 -1.4619 2.2109
C 3.5663 -0.2079 2.8628
Sb 1.7687 0.6976 2.0776
C 2.2514 2.7138 1.7656
C 1.4471 3.7190 2.2880
C 1.8078 5.0438 2.0867
C 2.9523 5.3530 1.3643
C 3.7479 4.3418 0.8365
C 3.3990 3.0166 1.0356
C 0.2960 0.5579 3.5711
C -0.8841 -0.1474 3.3576
C -1.8140 -0.2387 4.3829
C -1.5639 0.3689 5.6061
C -0.3823 1.0707 5.8128
C 0.5556 1.1681 4.7964
Sb 3.3359 -1.0618 -0.7647
C 2.1192 -2.7671 -0.9437
C 1.9322 -3.4246 -2.1632
C 1.0569 -4.4948 -2.2234
C 0.3466 -4.8890 -1.0890
C 0.5017 -4.2144 0.1126
C 1.3848 -3.1451 0.1889
C 4.2081 -0.5638 -2.6044
C 3.8191 0.6020 -3.2569
C 4.4227 0.9259 -4.4623
C 5.3981 0.0947 -4.9984
C 5.7804 -1.0666 -4.3364
C 5.1882 -1.4027 -3.1296
H 5.3718 -2.1231 0.5453
H 5.3875 -0.3804 0.7779
H 4.9448 -1.8130 2.8610
H 3.4058 -2.2707 2.2067
H 4.2912 0.6088 2.8657
H 3.3000 -0.4163 3.9000
H 0.5522 3.4822 2.8515
H 1.1949 5.8336 2.4990
H 3.2300 6.3874 1.2137
H 4.6411 4.5889 0.2788
H 4.0346 2.2321 0.6336
H -1.0772 -0.6395 2.4100
H -2.7311 -0.7920 4.2305
H -2.2899 0.2921 6.4039
H -0.1885 1.5417 6.7670
H 1.4723 1.7216 4.9679
H 2.4815 -3.1200 -3.0461
H 0.9305 -5.0323 -3.1536
H -0.3275 -5.7333 -1.1479
H -0.0427 -4.5307 0.9930
H 1.5360 -2.6504 1.1473
H 3.0615 1.2554 -2.8392
H 4.1338 1.8292 -4.9819
H 5.8668 0.3539 -5.9380
H 6.5422 -1.7091 -4.7563
H 5.4952 -2.3073 -2.6170
*
```

The value obtained for the LUMO energy (alpha / beta) is -10.7 / -9.5 eV. The calculation puts the HOMO-LUMO gap (alpha / beta) at 5.70 / 6.86 eV. The expectation value of S² is 1.06. The value obtained for the relative energy (zero: lowest compared OMol25 entry of this formula, charge and spin) is 0.0 kcal/mol.

Here is a molecular structure, C41H37N13O2PbS from the OMol25 dataset. Energies are from ωB97M-V/def2-TZVPD.

```
! wB97M-V def2-TZVPD RIJCOSX def2/J DEFGRID3
* xyz 2 1
Pb 1.4199 -1.0270 0.1839
C -2.2558 -3.8853 0.8247
C -0.9457 -3.4166 0.8606
N -0.6874 -2.1462 1.1190
C -1.7129 -1.3224 1.3625
C -3.0230 -1.7907 1.2076
N -3.2765 -3.0564 0.9460
C -1.3844 0.0419 1.7988
C -2.3019 0.8517 2.4594
C -1.8986 2.1093 2.9106
C -0.5927 2.5186 2.6379
C 0.2631 1.6500 1.9677
N -0.1360 0.4433 1.5751
C 1.6681 1.9918 1.6860
C 2.1151 3.2998 1.4885
N 3.3891 3.5722 1.2735
C 4.2471 2.5692 1.2652
C 3.8073 1.2544 1.3926
N 2.5309 0.9760 1.5875
C -2.8102 2.9544 3.6892
C -3.6439 2.3923 4.6554
C -4.4380 3.2371 5.4172
N -4.4570 4.5462 5.2574
C -3.6919 5.0830 4.3264
C -2.8471 4.3371 3.5172
H -2.4939 -4.9273 0.6733
H -0.0972 -4.0597 0.6877
H -3.8832 -1.1389 1.2665
H -3.3087 0.5194 2.6510
H -0.2409 3.4711 3.0004
H 1.4394 4.1433 1.4783
H 5.2900 2.8232 1.1390
H 4.4821 0.4166 1.3335
H -3.6475 1.3295 4.8376
H -5.0845 2.8424 6.1892
H -3.7532 6.1585 4.2288
H -2.2495 4.8173 2.7584
N -1.8130 2.3129 -1.3919
C -0.6583 1.7149 -1.0748
N -0.4487 0.4483 -1.1468
C -1.4575 -0.3872 -1.5991
N -1.2314 -1.6270 -1.8743
N 0.0051 -2.0883 -1.6433
C 0.4768 -3.0046 -2.3998
C 1.8377 -3.4615 -2.2206
C 2.3556 -4.4855 -3.0174
C 3.6826 -4.8453 -2.8578
C 4.4497 -4.1646 -1.9252
C 3.8544 -3.1567 -1.1765
N 2.5882 -2.8156 -1.3167
C -2.7756 0.1663 -1.8362
C -3.8704 -0.6175 -2.2107
C -5.0862 -0.0150 -2.4633
C -5.2364 1.3617 -2.3175
C -4.1676 2.1523 -1.9460
C -2.9288 1.5591 -1.7334
H -1.8942 3.3212 -1.4146
H 0.1454 2.3523 -0.7243
H -0.0987 -3.4076 -3.2326
H 1.7242 -4.9883 -3.7336
H 4.1094 -5.6400 -3.4495
H 5.4875 -4.4145 -1.7894
H 4.4069 -2.5934 -0.4396
H -3.7426 -1.6847 -2.3042
H -5.9299 -0.6036 -2.7865
H -6.1971 1.8199 -2.4920
H -4.2857 3.2174 -1.8167
C 1.1155 -1.2889 4.1447
N 2.1932 -2.2469 4.2028
C 2.7370 -2.8245 3.1125
N 3.7673 -3.6693 3.3682
O 2.3575 -2.6246 1.9538
H 0.7317 -1.1433 5.1500
H 0.3223 -1.6710 3.5036
H 1.4587 -0.3339 3.7412
H 2.5954 -2.4313 5.1061
H 3.9775 -3.9741 4.3023
H 4.1569 -4.2066 2.6136
C 3.7794 2.3136 -3.1814
S 2.3423 1.8568 -2.1455
O 2.7884 0.7258 -1.2801
C 1.3548 1.0866 -3.4563
C 0.3092 1.8024 -4.0137
C -0.5326 1.1814 -4.9204
C -0.2970 -0.1335 -5.2941
C 0.7764 -0.8279 -4.7605
C 1.5914 -0.2255 -3.8159
H 4.1048 1.4924 -3.8088
H 4.5802 2.6291 -2.5219
H 3.4649 3.1519 -3.7923
H 0.1664 2.8371 -3.7380
H -1.3626 1.7228 -5.3470
H -0.9530 -0.6108 -6.0060
H 0.9805 -1.8366 -5.0875
H 2.4045 -0.7584 -3.3464
*
```

The value obtained for the LUMO energy is -5.6 eV. The calculation puts the HOMO-LUMO gap at 7.36 eV. The value obtained for the relative energy (zero: lowest compared OMol25 entry of this formula, charge and spin) is 12.7 kcal/mol.

Here is a molecular structure, C41H37N2O5P2Ta from the OMol25 dataset. Energies are from ωB97M-V/def2-TZVPD.

```
! wB97M-V def2-TZVPD RIJCOSX def2/J DEFGRID3
* xyz 4 1
Ta 1.3823 0.1603 -0.4234
O 3.8295 1.9927 -3.2163
C 3.2858 1.5386 -2.1574
O 2.1710 0.9025 -2.1620
C 3.9164 1.7103 -0.8687
C 5.1314 2.2962 -0.5960
C 5.5853 2.3281 0.7326
C 4.8158 1.7547 1.7161
C 3.5810 1.1624 1.3868
N 3.1178 1.1592 0.1029
C 2.6394 0.4903 2.2144
O 2.6856 0.2699 3.4960
O 1.6319 0.0155 1.5855
H 3.3303 1.8406 -4.0414
H 5.7231 2.7180 -1.3995
H 6.5348 2.7866 0.9713
H 5.1640 1.7522 2.7421
H 3.4239 0.6983 3.9556
C -1.8789 -0.7109 1.0894
N -2.5836 -0.0081 0.0642
C -2.1988 1.3384 -0.3107
P -0.4772 1.9011 0.0266
C -0.2862 3.2606 -1.1508
C -0.3009 2.9557 -2.5170
C -0.2251 3.9722 -3.4527
C -0.1263 5.2951 -3.0322
C -0.1117 5.5989 -1.6783
C -0.1927 4.5869 -0.7312
C -0.3853 2.5559 1.7013
C -1.4745 2.5540 2.5699
C -1.3444 3.1025 3.8392
C -0.1379 3.6588 4.2398
C 0.9488 3.6694 3.3712
C 0.8322 3.1115 2.1090
C -3.8211 -0.5002 -0.4293
C -4.2430 -1.8060 -0.1638
C -5.4541 -2.2698 -0.6540
C -6.2672 -1.4545 -1.4246
C -5.8531 -0.1601 -1.6924
C -4.6472 0.3185 -1.2026
P -0.5079 -1.5897 0.1766
C -1.1436 -2.5297 -1.2091
C -1.6126 -3.8393 -1.0689
C -2.1733 -4.4832 -2.1577
C -2.2803 -3.8253 -3.3794
C -1.8198 -2.5218 -3.5206
C -1.2443 -1.8761 -2.4395
C 0.3500 -2.8053 1.2364
C -0.0093 -2.9671 2.5425
C 0.5677 -3.9747 3.3415
C 1.5177 -4.8771 2.8337
C 1.9402 -4.7403 1.5526
C 1.4151 -3.6785 0.6566
H -2.5411 -1.3863 1.6294
H -1.4160 -0.0385 1.8172
H -2.8619 2.1066 0.1112
H -2.2789 1.4399 -1.3977
H -0.4115 1.9277 -2.8540
H -0.2679 3.7420 -4.5093
H -0.0804 6.0904 -3.7642
H -0.0566 6.6294 -1.3542
H -0.2098 4.8391 0.3203
H -2.4363 2.1573 2.2663
H -2.1961 3.1157 4.5060
H -0.0491 4.1049 5.2213
H 1.8754 4.1408 3.6737
H 1.6633 3.1605 1.4110
H -3.6478 -2.4920 0.4239
H -5.7656 -3.2804 -0.4247
H -7.2137 -1.8176 -1.7989
H -6.4799 0.4981 -2.2787
H -4.3893 1.3461 -1.4175
H -1.5799 -4.3404 -0.1065
H -2.5519 -5.4913 -2.0528
H -2.7312 -4.3307 -4.2229
H -1.9176 -2.0140 -4.4706
H -0.9141 -0.8434 -2.5427
H -0.7809 -2.3493 2.9844
H 0.2440 -4.0731 4.3728
H 1.9010 -5.6707 3.4623
H 2.6684 -5.4336 1.1490
H 0.9348 -4.2194 -0.1915
C 3.7140 -3.7505 -0.5772
C 2.5551 -2.9561 -0.1143
O 2.4569 -1.7634 -0.3891
H 3.3900 -4.6770 -1.0607
H 4.3376 -4.0397 0.2747
H 4.3163 -3.1691 -1.2701
*
```

The value obtained for the LUMO energy is -13.3 eV. The calculation puts the HOMO-LUMO gap at 3.43 eV.

DFT total energy? In order: -92204.515; -82656.251; -76426.861 eV.